A | The following is a quantum chemistry calculation of C4H7NS2 in the gas phase, from the OMol25 dataset.

Positions of all 14 atoms, in Å:
N (0.3781, 1.3432, -0.5275)
C (0.1830, -0.1110, -0.4316)
C (-1.1080, -0.7425, -0.4799)
C (-2.2495, 0.2345, -0.1649)
S (-3.6198, -0.1129, 0.7655)
C (1.3507, -0.9321, -0.1768)
S (2.6950, -0.0380, 0.8318)
H (1.3136, 1.6368, 0.0416)
H (-0.4100, 1.8469, -0.0993)
H (-1.3248, -1.9110, -0.5676)
H (-1.8905, 1.3697, 0.0916)
H (1.2142, -2.0413, 0.1414)
H (1.6663, -1.1050, -1.2770)
H (1.8018, 0.5628, 1.8527)

Values from the calculation:
Multiplicity   1
SMILES   N/C(=C\C=S)CS
Gap between HOMO and LUMO   0.28311 Ha



B | The following is a quantum chemistry calculation of C4H7NS2 in the gas phase, from the OMol25 dataset.

Positions of all 14 atoms, in Å:
N (-0.9961, -0.7497, -1.1688)
C (-0.7761, -0.8170, 0.2533)
C (0.2711, 0.2057, 0.7150)
C (0.0791, 1.6573, 0.2213)
S (1.7434, 1.6563, -0.5972)
C (1.6243, 0.0085, 0.0611)
S (2.6131, -1.2782, -0.1272)
H (-0.1643, -1.1485, -1.6190)
H (-1.7915, -1.3185, -1.4683)
H (-0.4766, -1.8039, 0.6031)
H (-1.7142, -0.5931, 0.7813)
H (0.4280, 0.1668, 1.7966)
H (-0.1098, 2.3506, 1.0473)
H (-0.7303, 1.6638, -0.4986)

Values from the calculation:
Multiplicity   1
SMILES   NC[C@@H]1CSC1=S
Gap between HOMO and LUMO   0.31464 Ha



C | The following is a quantum chemistry calculation of C4H7NS2 in the gas phase, from the OMol25 dataset.

Positions of all 14 atoms, in Å:
C (-1.0347, -0.8285, 0.2795)
C (-1.3436, 0.4734, -0.4108)
C (-0.1723, 1.3147, -0.6941)
C (1.3199, -1.4325, 0.6873)
N (0.1260, -1.2276, 0.6231)
S (2.5949, -1.4130, 1.7364)
S (0.8798, 0.9003, -2.1909)
H (-1.8225, -1.5294, 0.4478)
H (-1.7946, 0.0854, -1.3197)
H (-2.1425, 1.0109, 0.0010)
H (0.4549, 1.4270, 0.2155)
H (-0.5775, 2.2159, -0.9656)
H (2.0365, -1.0538, 3.0111)
H (1.4755, 0.0572, -1.4206)

Values from the calculation:
Multiplicity   1
Gap between HOMO and LUMO   0.30784 Ha



The least stable of them is A.



A | The following is a quantum chemistry calculation of C4H7NS2 in the gas phase, from the OMol25 dataset.

Positions of all 14 atoms, in Å:
S (2.9326, -0.4941, -0.5376)
N (2.0563, -0.9163, 0.8387)
C (0.8320, -0.4695, 0.8557)
C (0.2621, 0.5129, -0.0808)
C (-1.0625, 1.2598, 0.2759)
C (-1.0229, 0.0307, -0.6329)
S (-1.9389, -1.4239, -0.1879)
H (3.8674, -1.4159, -0.3944)
H (0.2357, -0.8828, 1.6778)
H (0.8668, 0.9809, -0.8221)
H (-1.2232, 2.2382, -0.2567)
H (-1.4478, 1.1331, 1.3169)
H (-1.2073, 0.3307, -1.6324)
H (-3.1503, -0.8839, -0.4202)

Values from the calculation:
Multiplicity   1
SMILES   S/N=C\[C@@H]1C[C@@H]1S
Gap between HOMO and LUMO   0.34728 Ha



B | The following is a quantum chemistry calculation of C4H7NS2 in the gas phase, from the OMol25 dataset.

Positions of all 14 atoms, in Å:
C (-0.7661, -0.7633, 2.4993)
S (-1.2976, 0.1351, 1.0243)
C (0.6423, 0.5463, 0.1111)
C (1.2040, -0.7165, -0.1790)
N (1.5583, -1.7396, -0.5565)
S (0.6518, 1.7467, -1.1789)
C (-0.0885, 0.8193, -2.5758)
H (-1.7839, -1.2284, 2.7255)
H (-0.2152, -0.1986, 3.3468)
H (-0.1115, -1.5533, 2.1287)
H (1.0321, 1.0941, 0.9030)
H (-0.9350, 0.1682, -2.0665)
H (0.5879, 0.0908, -2.8585)
H (-0.4786, 1.5991, -3.3234)

Values from the calculation:
Multiplicity   1
SMILES   CSC(C#N)SC
Gap between HOMO and LUMO   0.32984 Ha



C | The following is a quantum chemistry calculation of C4H7NS2 in the gas phase, from the OMol25 dataset.

Positions of all 14 atoms, in Å:
C (0.4720, 2.5090, -0.6935)
S (-0.9349, 1.3961, -0.4217)
C (-0.5428, 0.8357, 1.2000)
C (-0.5443, -0.4426, 1.5786)
N (-0.7771, -1.5501, 0.6980)
C (0.0695, -1.9451, -0.2557)
S (1.4996, -1.3218, -0.7228)
H (0.5332, 3.2536, 0.1200)
H (0.2868, 2.9482, -1.6837)
H (1.4242, 1.8612, -0.7399)
H (-0.3663, 1.5994, 1.9450)
H (-0.3395, -0.7240, 2.6057)
H (-1.5644, -2.1291, 0.9342)
H (-0.2960, -2.8887, -0.7332)

Values from the calculation:
Multiplicity   1
SMILES   CS/C=C\NC=S
Gap between HOMO and LUMO   0.32907 Ha



The least stable of them is A.



A | The following is a quantum chemistry calculation of 3 unconnected molecules or ions with the total composition C5H11NO2, from the OMol25 dataset.

Positions of all 19 atoms, in Å:
C (-0.2159, 0.2818, 0.4643)
C (-2.2933, 0.5895, -0.1586)
C (-0.2901, -0.8314, 1.4611)
N (0.1045, 0.1426, -0.8210)
C (2.1882, 0.0102, -0.3629)
C (2.8605, 1.1476, -0.3289)
O (-0.2832, -1.0910, -1.3594)
O (-2.8375, -0.6646, -0.2472)
H (-0.0261, -0.9966, -2.2880)
H (-2.3415, -1.1581, -0.9221)
H (0.0329, 1.2700, 0.8367)
H (-2.2561, 1.1581, -1.0835)
H (-2.6679, 1.1294, 0.7046)
H (2.6582, -0.9732, -0.3912)
H (-0.2912, -1.8097, 0.9841)
H (0.5655, -0.7597, 2.1352)
H (-1.2095, -0.7505, 2.0470)
H (2.3500, 2.1099, -0.3102)
H (3.9525, 1.1956, -0.3600)

Values from the calculation:
Multiplicity   1
Gap between HOMO and LUMO (alpha / beta)   0.28191 / 0.28579 Ha



B | The following is a quantum chemistry calculation of 2 unconnected molecules or ions with the total composition C5H11NO2, from the OMol25 dataset.

Positions of all 19 atoms, in Å:
C (-0.6608, 0.8254, 0.4658)
C (-0.1923, -1.3385, 2.7285)
C (0.9967, 0.4668, -2.9945)
C (0.2082, 0.3670, -0.6161)
N (-1.9308, 0.9197, 0.1604)
C (0.0275, 0.7445, -1.8966)
O (1.3371, -0.3151, -0.2659)
O (1.1769, -1.1078, 2.4655)
H (1.2826, -0.5873, 0.6687)
H (1.4216, -0.2550, 2.8432)
H (-0.8045, -0.5604, 2.2554)
H (-2.3290, 0.6782, -0.7517)
H (-2.5792, 1.3073, 0.8304)
H (-0.3918, -1.3670, 3.8037)
H (-0.4338, -2.3058, 2.2940)
H (-0.8396, 1.3380, -2.1597)
H (1.8391, -0.0993, -2.6103)
H (1.3597, 1.3959, -3.4349)
H (0.5125, -0.1066, -3.7861)

Values from the calculation:
Multiplicity   1
Gap between HOMO and LUMO   0.32823 Ha



The least stable of them is A.



A | The following is a quantum chemistry calculation of 3 unconnected molecules or ions with the total composition C5H11NO2, from the OMol25 dataset.

Positions of all 19 atoms, in Å:
C (0.0465, 0.2544, 0.4634)
C (0.0881, 0.8381, -0.7957)
C (0.2728, -2.6918, -0.7308)
C (-1.2341, -0.2186, 1.0782)
N (-0.1914, 2.6843, -0.0903)
C (1.0153, -1.3765, -0.6453)
O (0.7476, 3.1236, 0.9064)
O (2.1705, -1.2544, -0.9138)
H (1.4601, 3.5426, 0.4085)
H (-1.0732, 2.8802, 0.3932)
H (0.8610, 0.4738, 1.1477)
H (-0.7527, 0.6865, -1.4644)
H (1.0389, 1.1090, -1.2355)
H (-0.2864, -2.8602, 0.1897)
H (0.9618, -3.5184, -0.9214)
H (-0.4432, -2.6365, -1.5533)
H (-1.9925, -0.4439, 0.3284)
H (-1.6230, 0.5321, 1.7690)
H (-1.0663, -1.1242, 1.6658)

Values from the calculation:
Multiplicity   1
Gap between HOMO and LUMO (alpha / beta)   0.27770 / 0.27778 Ha



B | The following is a quantum chemistry calculation of 3 unconnected molecules or ions with the total composition C5H11NO2, from the OMol25 dataset.

Positions of all 19 atoms, in Å:
C (-0.3439, -1.0807, 1.4967)
C (-0.3896, 0.6503, -0.9247)
C (-1.3622, -0.9094, 0.6167)
C (0.5319, -0.1139, -1.8214)
N (-1.4226, 1.1717, -1.5443)
C (1.5166, 1.0932, 1.5051)
O (0.7202, -1.8630, 1.1639)
O (2.3639, 0.2741, 1.8119)
H (1.5418, -1.4204, 1.4590)
H (-0.3630, -0.6179, 2.4793)
H (0.8386, 1.0240, 0.6192)
H (-2.0557, 1.7840, -1.0543)
H (-1.7476, 0.8467, -2.4603)
H (1.5210, 2.0773, 2.0180)
H (-1.4585, -1.6006, -0.2084)
H (-2.2689, -0.4211, 0.9475)
H (1.3490, 0.5474, -2.1382)
H (0.9892, -0.9221, -1.2454)
H (0.0396, -0.5196, -2.7204)

Values from the calculation:
Multiplicity   1
Gap between HOMO and LUMO   0.30211 Ha



The least stable of them is A.



A | The following is a quantum chemistry calculation of C5H11NO2 in the gas phase, from the OMol25 dataset.

Positions of all 19 atoms, in Å:
C (-0.3561, 0.6755, 0.0051)
C (-1.7163, 0.1407, 0.0381)
C (-0.0522, 2.0184, 0.5788)
C (0.7062, -0.3204, -0.4832)
N (1.0321, -0.3793, 0.9912)
C (0.2365, -1.6016, -0.9945)
O (1.7227, 0.2500, -1.2776)
O (0.0406, -2.5480, 0.0540)
H (1.4121, 1.1118, -1.5880)
H (-0.5909, -3.2047, -0.2506)
H (1.8532, 0.1683, 1.2008)
H (1.0419, -1.3387, 1.3206)
H (0.7997, -1.9768, -1.8446)
H (-1.8428, -0.6405, 0.7988)
H (-0.6894, 2.7510, 0.0717)
H (-2.4651, 0.9153, 0.2133)
H (-1.8380, -0.4209, -0.9154)
H (-0.2802, 2.0818, 1.6500)
H (0.9860, 2.3182, 0.4312)

Values from the calculation:
Multiplicity   1
Gap between HOMO and LUMO (alpha / beta)   0.31703 / 0.21593 Ha



B | The following is a quantum chemistry calculation of 2 unconnected molecules or ions with the total composition C5H11NO2, from the OMol25 dataset.

Positions of all 19 atoms, in Å:
C (-1.8500, -1.6006, -1.1234)
N (-1.6449, -1.0513, 0.2500)
C (-0.8558, 0.1541, 0.2392)
C (0.6325, -0.0669, 0.3096)
C (1.0701, -0.4882, -1.0037)
O (1.2324, 1.2312, 0.7245)
C (-1.5182, 1.2602, 0.5574)
O (-2.7922, 1.1546, 0.8775)
H (-2.6984, -2.2903, -1.1267)
H (-2.0596, -0.7965, -1.8675)
H (-0.9342, -2.1589, -1.3370)
H (-2.5408, -0.7900, 0.8046)
H (5.0405, 2.1076, 2.0436)
H (0.8240, -0.7220, 1.1913)
H (0.6453, 0.1009, -1.7706)
H (1.9633, -1.1247, -1.0896)
H (5.0506, 1.3506, 1.9364)
H (1.5031, 1.4920, -0.2099)
H (-1.0676, 2.2382, 0.5942)

Values from the calculation:
Multiplicity   1
Gap between HOMO and LUMO   0.18653 Ha



C | The following is a quantum chemistry calculation of a molecular structure, C5H11NO2, from the OMol25 dataset.

Positions of all 19 atoms, in Å:
C (-0.6666, 0.9421, -1.7235)
C (-0.1072, 0.1100, -0.5575)
C (-0.4872, -1.3850, -0.5802)
C (1.1179, 0.6948, 0.1706)
C (-0.4323, 0.9482, 0.6034)
H (-1.8455, 0.8671, -1.7470)
H (-0.3367, 0.4397, -2.6156)
H (-0.4850, 2.1219, -1.7813)
H (-1.4434, -1.5471, -1.0663)
H (0.3091, -1.9375, -1.1294)
H (-0.4194, -2.6891, 0.9268)
H (1.4216, 1.4812, -0.5444)
H (1.3385, -1.1364, 1.4009)
H (2.0923, 1.1491, 2.3901)
H (-1.1169, 1.6931, 0.3922)
H (-0.1845, -0.5748, 2.2669)
N (2.1250, 0.2121, 1.1001)
O (-0.1551, -1.8020, 0.7205)
O (-0.7245, 0.4125, 1.7737)

Values from the calculation:
Multiplicity   1
Gap between HOMO and LUMO   0.28804 Ha



D | The following is a quantum chemistry calculation of C5H11NO2 in the gas phase, from the OMol25 dataset.

Positions of all 19 atoms, in Å:
C (1.9057, 1.8718, 0.0212)
C (1.5608, 0.6175, -0.7609)
N (0.0557, 0.3274, -0.7230)
C (-0.3806, -0.0512, 0.5752)
O (0.4526, -1.1309, 1.0695)
C (-1.8258, -0.5762, 0.6158)
C (-2.1907, -1.5804, -0.4408)
O (-2.5741, -0.2403, 1.4984)
H (2.9100, 2.1948, -0.2433)
H (1.8730, 1.7003, 1.0924)
H (1.2077, 2.6700, -0.2255)
H (1.7532, 0.7687, -1.8249)
H (2.1869, -0.2209, -0.4296)
H (-0.1108, -0.4388, -1.3691)
H (-0.2977, 0.8083, 1.2538)
H (0.2849, -1.2666, 2.0080)
H (-1.3944, -2.3224, -0.5357)
H (-2.3040, -1.0653, -1.3980)
H (-3.1125, -2.0657, -0.1833)

Values from the calculation:
Multiplicity   1
SMILES   CCN[C@H](O)C(C)=O
Gap between HOMO and LUMO   0.38102 Ha



The least stable of them is C.